[1]
An isolated ion of composition C4H9N2O2 and charge +1. Source: the OMol25 dataset; level of theory: ωB97M-V/def2-TZVPD.

Positions of all 17 atoms, in Å:
C: -1.224 -1.831 0.219
N: -0.430 -0.558 0.011
C: 0.750 -0.351 -0.405
O: 1.802 -1.251 -0.797
N: 1.114 0.935 -0.269
O: 2.109 1.582 -1.013
C: -0.066 1.773 0.169
C: -1.085 0.629 0.529
H: -2.100 -1.675 -0.421
H: -1.233 -2.012 1.274
H: -0.656 -2.757 -0.183
H: 1.451 -2.201 -0.651
H: 2.992 1.669 -0.546
H: -0.464 2.230 -0.803
H: 0.297 2.379 1.065
H: -1.222 0.481 1.700
H: -2.036 0.959 0.121

## Properties
Multiplicity ... 1
Charge ... +1
SMILES ... C[N+]1=C(O)N(O)CC1
DFT total energy ... -417.4596 a.u.

---

[2]
A 2-piece molecular cluster, C4H9N2 overall. Source: the OMol25 dataset; level of theory: ωB97M-V/def2-TZVPD.

Positions of all 15 atoms, in Å:
C: -1.676 0.823 0.569
C: -1.950 -1.690 -2.253
C: 1.800 0.887 0.702
C: 0.497 0.276 1.250
N: -2.149 -0.742 -1.454
N: -0.643 1.176 1.110
H: -2.585 -2.034 -2.966
H: -0.909 -2.291 -2.296
H: 2.576 0.415 1.237
H: 1.995 0.736 -0.342
H: 1.824 1.942 1.011
H: 0.693 0.218 2.390
H: 0.449 -0.713 0.708
H: -3.091 -0.168 -1.471
H: -0.467 2.074 1.453

## Properties
Multiplicity ... 1
Charge ... +1
DFT total energy ... -266.8697 a.u.

---

[3]
C31H68Br28InNO3P as an isolated structure. Source: the OMol25 dataset; level of theory: ωB97M-V/def2-TZVPD.

Positions of all 133 atoms, in Å:
C: 4.859 1.074 3.225
C: 5.299 2.037 2.086
C: 5.006 3.515 2.423
O: 3.839 3.975 1.774
In: 2.218 4.167 3.071
P: 0.616 2.209 2.513
N: 0.704 1.017 3.559
O: -0.949 2.732 2.475
O: 0.891 1.660 0.988
H: 5.722 0.639 3.734
H: 4.280 1.622 3.974
H: 4.212 0.290 2.828
H: 6.377 1.967 1.917
H: 4.752 1.770 1.183
H: 5.866 4.124 2.094
H: 4.912 3.634 3.515
H: 2.700 3.879 4.748
H: 1.456 5.742 2.830
H: 0.980 0.145 3.112
H: -1.417 2.377 3.246
H: 0.673 0.715 0.942
Br: 3.717 0.360 -2.025
C: 5.588 0.722 -2.414
C: 6.490 -0.359 -1.880
Br: 6.697 -0.210 0.045
H: 5.811 1.696 -1.989
H: 5.656 0.773 -3.499
H: 7.494 -0.258 -2.290
H: 6.114 -1.356 -2.084
Br: -1.329 7.659 0.531
C: 0.408 7.698 -0.347
C: 0.524 6.621 -1.393
Br: 0.804 4.880 -0.586
H: 1.154 7.603 0.436
H: 0.479 8.685 -0.801
H: 1.395 6.796 -2.021
H: -0.363 6.549 -2.015
Br: -1.522 -1.483 -1.669
C: -1.775 0.433 -1.452
C: -3.229 0.799 -1.376
Br: -4.087 0.723 -3.127
H: -1.259 0.908 -2.278
H: -1.281 0.691 -0.518
H: -3.345 1.826 -1.038
H: -3.796 0.138 -0.728
Br: -4.520 -0.643 -6.942
C: -5.474 -2.062 -6.014
C: -4.544 -3.168 -5.596
Br: -4.030 -4.291 -7.109
H: -6.256 -2.405 -6.684
H: -5.925 -1.592 -5.142
H: -5.038 -3.836 -4.896
H: -3.624 -2.798 -5.153
Br: 10.560 0.880 -1.130
C: 10.908 0.881 0.782
C: 11.525 -0.413 1.242
Br: 10.216 -1.849 1.324
H: 9.959 1.087 1.268
H: 11.591 1.711 0.953
H: 11.908 -0.307 2.255
H: 12.321 -0.752 0.587
Br: -5.968 -2.811 -2.270
C: -6.766 -4.447 -1.589
C: -7.420 -5.219 -2.705
Br: -9.119 -4.430 -3.235
H: -7.455 -4.167 -0.800
H: -5.941 -5.016 -1.166
H: -7.659 -6.231 -2.388
H: -6.806 -5.253 -3.593
Br: -7.903 3.212 -7.141
C: -7.514 3.535 -5.261
C: -6.880 2.340 -4.604
Br: -8.182 0.941 -4.239
H: -8.451 3.820 -4.793
H: -6.829 4.380 -5.250
H: -6.471 2.610 -3.634
H: -6.099 1.890 -5.211
Br: 11.245 -7.357 3.181
C: 10.929 -5.485 3.615
C: 9.461 -5.160 3.669
Br: 8.690 -5.024 1.892
H: 11.455 -4.898 2.869
H: 11.388 -5.333 4.589
H: 9.310 -4.183 4.124
H: 8.884 -5.905 4.207
Br: -8.564 -7.401 -6.769
C: -6.665 -7.050 -7.031
C: -5.810 -8.030 -6.276
Br: -5.782 -7.638 -4.370
H: -6.492 -6.023 -6.730
H: -6.494 -7.145 -8.102
H: -4.774 -7.960 -6.603
H: -6.156 -9.053 -6.377
Br: -2.900 -1.627 2.180
C: -2.711 -1.281 4.089
C: -2.076 -2.448 4.789
Br: -3.323 -3.933 5.014
H: -3.703 -1.050 4.462
H: -2.071 -0.407 4.175
H: -1.780 -2.166 5.795
H: -1.218 -2.838 4.252
Br: -6.625 -8.534 -10.748
C: -7.668 -9.897 -9.830
C: -6.800 -11.010 -9.307
Br: -6.218 -12.205 -10.727
H: -8.415 -10.246 -10.535
H: -8.159 -9.380 -9.007
H: -7.361 -11.633 -8.614
H: -5.902 -10.643 -8.821
Br: -0.346 -0.093 7.218
C: -0.701 1.800 7.419
C: -2.173 2.092 7.308
Br: -2.839 1.997 5.478
H: -0.103 2.302 6.662
H: -0.339 2.074 8.407
H: -2.381 3.108 7.636
H: -2.776 1.392 7.876
Br: -1.326 9.534 4.868
C: -1.514 11.258 3.990
C: -1.210 11.170 2.518
Br: 0.700 11.036 2.183
H: -0.858 11.949 4.509
H: -2.550 11.553 4.144
H: -1.532 12.076 2.009
H: -1.667 10.305 2.046
Br: 3.083 1.848 7.063
C: 4.419 3.081 7.734
C: 5.742 2.882 7.044
Br: 6.672 1.300 7.699
H: 4.477 2.942 8.809
H: 4.031 4.075 7.514
H: 6.410 3.715 7.251
H: 5.632 2.760 5.971

## Properties
Multiplicity ... 1
Charge ... -1
DFT total energy ... -74106.4435 a.u.

---

[4]
The molecule C6H10O. Source: the OMol25 dataset; level of theory: ωB97M-V/def2-TZVPD.

Positions of all 17 atoms, in Å:
C: 1.018 1.703 -1.355
C: 0.969 0.984 -0.234
C: -0.407 0.357 0.347
C: -1.664 1.144 0.248
C: -0.041 -0.883 0.316
C: 1.076 -1.853 0.428
O: -1.451 -1.625 0.869
H: 1.873 2.336 -1.577
H: 0.181 1.745 -2.044
H: 1.826 0.975 0.433
H: -2.436 0.639 0.832
H: -1.492 2.166 0.601
H: -2.023 1.200 -0.784
H: 0.960 -2.397 1.368
H: 1.029 -2.570 -0.397
H: 2.064 -1.390 0.422
H: -1.482 -2.531 0.527

## Properties
Multiplicity ... 1
SMILES ... C=C/C(C)=C(\C)O
DFT total energy ... -309.7366 a.u.

---

[5]
The molecule C3H7N3O2S. Source: the OMol25 dataset; level of theory: ωB97M-V/def2-TZVPD.

Positions of all 16 atoms, in Å:
C: 0.532 0.076 0.023
C: 2.373 -1.475 -0.105
C: -1.079 1.737 0.350
N: 3.788 0.689 -1.330
N: 0.981 -1.168 0.196
N: -0.746 0.378 0.471
O: 3.032 0.492 1.238
O: 1.193 0.962 -0.489
S: 3.083 0.183 -0.180
H: 2.872 -1.800 0.850
H: 2.351 -2.069 -1.034
H: -0.493 2.402 1.076
H: -0.994 1.938 -0.668
H: -2.118 1.966 0.672
H: 0.380 -1.705 0.667
H: -1.289 -0.121 1.165

## Properties
Multiplicity ... 1
DFT total energy ... -831.3294 a.u.

---

[6]
The molecule C5H6O2. Source: the OMol25 dataset; level of theory: ωB97M-V/def2-TZVPD.

Positions of all 13 atoms, in Å:
O: 0.600 -2.740 0.962
C: 1.189 -1.763 0.578
C: 1.308 -0.473 1.381
C: 0.417 0.439 0.661
C: -0.366 0.976 -0.083
C: -1.366 1.498 -1.027
O: -1.566 0.626 -2.120
H: 1.628 -1.703 -0.439
H: 0.983 -0.654 2.410
H: 2.343 -0.110 1.381
H: -2.304 1.690 -0.485
H: -1.031 2.447 -1.454
H: -1.834 -0.232 -1.765

## Properties
Multiplicity ... 1
SMILES ... O=CCC#CCO
DFT total energy ... -344.5113 a.u.

---

[7]
An isolated ion of composition C5H12N2S and charge +2. Source: the OMol25 dataset; level of theory: ωB97M-V/def2-TZVPD.

Positions of all 20 atoms, in Å:
N: -2.355 -0.819 0.160
C: -1.138 -0.177 0.805
C: -0.062 0.065 -0.224
C: 0.354 -1.269 -0.705
C: 1.510 -1.866 -0.371
S: 2.527 -0.867 0.681
C: 1.502 0.738 0.490
N: 2.133 1.582 -0.532
H: -2.103 -1.567 -0.557
H: -3.071 -0.141 -0.196
H: -2.693 -1.338 0.996
H: -1.711 0.610 1.353
H: -0.738 -0.988 1.581
H: -0.597 0.747 -0.983
H: -0.343 -1.906 -1.181
H: 2.158 -2.582 -0.833
H: 1.304 1.214 1.477
H: 1.570 1.949 -1.267
H: 2.922 1.083 -0.984
H: 2.551 2.420 -0.192

## Properties
Multiplicity ... 1
Charge ... +2
SMILES ... [NH3+]C[C@@H]1C=CS[C@H]1[NH3+]
DFT total energy ... -704.6967 a.u.

---

[8]
A 2-piece molecular cluster, C4H7NO2 overall. Source: the OMol25 dataset; level of theory: ωB97M-V/def2-TZVPD.

Positions of all 14 atoms, in Å:
O: -2.692 0.578 -0.945
C: -3.246 0.433 0.142
C: -3.047 -0.475 1.155
C: 3.036 -0.713 0.346
C: 2.006 0.081 -0.191
N: 2.026 0.534 -1.543
O: 0.955 0.393 0.391
H: -3.984 1.249 0.470
H: -2.247 -1.117 0.981
H: -3.680 -0.333 2.113
H: 2.923 -1.039 1.380
H: 3.931 -0.951 -0.220
H: 2.740 0.247 -2.200
H: 1.281 1.114 -1.878

## Properties
Multiplicity ... 1
DFT total energy ... -361.6032 a.u.

---

[9]
C45H64N7O3P2S3Sc as an isolated structure. Source: the OMol25 dataset; level of theory: ωB97M-V/def2-TZVPD.

Positions of all 125 atoms, in Å:
Sc: -0.038 -0.365 0.005
C: 2.988 2.954 0.223
C: 3.450 1.887 -0.769
C: 4.374 2.533 -1.805
P: 1.952 0.997 -1.395
C: 2.501 -0.066 -2.803
C: 3.748 -0.861 -2.415
C: 2.627 0.558 -4.188
C: 0.912 2.394 -1.896
C: 1.280 3.291 -2.893
C: 0.679 4.530 -3.058
C: 1.059 5.444 -4.186
C: -0.275 4.883 -2.109
C: -0.678 4.007 -1.118
C: -0.165 2.701 -1.018
N: -0.581 1.762 -0.056
C: -1.753 2.086 0.668
C: -2.918 2.538 0.030
C: -4.054 2.879 0.735
C: -4.100 2.790 2.124
C: -5.311 3.206 2.907
C: -2.983 2.263 2.751
C: -1.840 1.868 2.056
P: -0.558 0.848 2.845
C: 0.341 2.067 3.924
C: 0.875 3.295 3.200
C: 1.452 1.401 4.743
C: -1.384 -0.179 4.203
C: -1.560 0.469 5.584
C: -2.707 -0.841 3.822
H: 3.789 3.207 0.921
H: 2.106 2.643 0.783
H: 2.702 3.860 -0.313
H: 4.031 1.122 -0.240
H: 3.858 3.327 -2.346
H: 4.778 1.828 -2.529
H: 5.219 2.996 -1.288
H: 1.682 -0.780 -2.863
H: 4.656 -0.260 -2.473
H: 3.861 -1.701 -3.103
H: 3.687 -1.276 -1.407
H: 1.691 1.025 -4.492
H: 3.424 1.303 -4.237
H: 2.863 -0.223 -4.916
H: 2.084 3.022 -3.565
H: 2.088 5.273 -4.505
H: 0.972 6.492 -3.895
H: 0.420 5.297 -5.060
H: -0.716 5.873 -2.137
H: -1.401 4.362 -0.402
H: -2.924 2.608 -1.050
H: -4.927 3.227 0.193
H: -6.147 3.439 2.246
H: -5.116 4.095 3.511
H: -5.640 2.419 3.589
H: -3.008 2.126 3.825
H: -0.441 2.420 4.603
H: 1.773 3.057 2.632
H: 1.160 4.056 3.930
H: 0.145 3.734 2.519
H: 2.401 1.452 4.209
H: 1.266 0.349 4.965
H: 1.590 1.917 5.696
H: -0.656 -0.990 4.324
H: -2.289 1.281 5.578
H: -0.642 0.853 6.024
H: -1.947 -0.292 6.266
H: -3.491 -0.110 3.630
H: -3.026 -1.468 4.658
H: -2.623 -1.482 2.954
O: 1.593 -3.774 -1.627
C: 0.801 -2.864 -1.858
O: 0.403 -2.030 -0.959
C: 0.161 -2.677 -3.199
C: 0.337 -3.713 -4.122
C: -0.229 -3.673 -5.378
C: -0.980 -2.552 -5.726
C: -1.142 -1.516 -4.834
C: -0.584 -1.532 -3.540
S: -0.853 -0.074 -2.588
H: 0.945 -4.551 -3.808
H: -0.085 -4.484 -6.079
H: -1.431 -2.482 -6.708
H: -1.702 -0.636 -5.128
N: 6.153 -3.063 3.252
C: 5.868 -1.773 2.943
O: 6.636 -0.858 3.159
C: 4.526 -1.530 2.308
C: 3.839 -2.489 1.582
C: 2.612 -2.167 1.020
N: 2.073 -0.954 1.149
C: 2.741 -0.031 1.843
C: 3.966 -0.267 2.436
H: 7.024 -3.240 3.722
H: 5.456 -3.783 3.220
H: 4.248 -3.474 1.405
H: 2.054 -2.873 0.421
H: 2.272 0.944 1.907
H: 4.484 0.512 2.977
C: -6.626 0.080 -1.326
N: -5.530 -0.231 -0.442
C: -4.262 -0.458 -0.821
N: -3.971 -0.388 -2.117
S: -3.132 -0.849 0.385
H: -7.469 0.418 -0.728
H: -6.941 -0.784 -1.917
H: -6.369 0.900 -2.001
H: -5.700 -0.354 0.541
H: -4.650 -0.041 -2.775
H: -2.973 -0.292 -2.357
S: -0.553 -2.671 1.905
C: -0.977 -3.998 0.911
N: -0.432 -5.200 1.159
C: -0.626 -6.388 0.338
C: -1.093 -5.989 -1.054
C: -2.246 -5.008 -0.930
N: -1.864 -3.903 -0.067
H: 0.275 -5.194 1.873
H: -1.351 -7.055 0.815
H: 0.328 -6.914 0.287
H: -1.421 -6.875 -1.598
H: -0.266 -5.538 -1.597
H: -3.127 -5.514 -0.518
H: -2.524 -4.589 -1.899
H: -2.274 -2.983 -0.207

## Properties
Multiplicity ... 1
DFT total energy ... -5000.4535 a.u.

---

[10]
The molecule C2H5N3OS. Source: the OMol25 dataset; level of theory: ωB97M-V/def2-TZVPD.

Positions of all 12 atoms, in Å:
C: -1.686 2.144 -0.023
N: -1.040 1.086 0.241
O: -0.007 0.929 -0.712
C: 0.727 -0.228 -0.580
S: 1.992 -0.530 -1.573
N: 0.316 -1.022 0.432
N: 1.017 -2.179 0.758
H: -2.623 2.495 0.388
H: -1.230 2.767 -0.797
H: -0.521 -0.777 0.927
H: 1.953 -1.911 1.006
H: 1.101 -2.775 -0.066

## Properties
Multiplicity ... 1
SMILES ... C=NOC(=S)NN
DFT total energy ... -716.8053 a.u.

---

[11]
A 2-piece molecular cluster, C25H28F2NO2 overall. Source: the OMol25 dataset; level of theory: ωB97M-V/def2-TZVPD.

Positions of all 58 atoms, in Å:
C: 2.827 -1.677 2.818
O: 2.426 -1.923 1.451
C: 1.145 -2.347 1.382
O: 0.433 -2.382 2.368
C: 0.703 -2.791 -0.005
C: 1.120 -4.252 -0.224
C: -0.072 -5.069 0.261
C: -1.275 -4.122 0.220
N: -0.736 -2.808 -0.019
C: -1.526 -1.707 -0.076
C: -1.009 -0.414 -0.115
C: -1.893 0.770 -0.177
C: -3.339 0.517 0.297
C: -3.905 -0.803 -0.216
C: -2.994 -2.014 -0.010
H: 3.875 -1.365 2.767
H: 2.204 -0.885 3.263
H: 2.719 -2.600 3.405
H: 1.138 -2.100 -0.736
H: 1.255 -4.406 -1.296
H: 2.052 -4.518 0.279
H: -0.273 -5.949 -0.353
H: 0.071 -5.407 1.292
H: -1.977 -4.410 -0.576
H: -1.831 -4.162 1.170
H: 0.054 -0.334 0.110
H: -1.467 1.561 0.452
H: -1.924 1.172 -1.203
H: -3.349 0.539 1.393
H: -3.978 1.340 -0.048
H: -4.869 -0.997 0.265
H: -4.080 -0.704 -1.294
H: -3.267 -2.770 -0.762
H: -3.233 -2.482 0.962
F: 2.504 4.069 3.916
C: 1.983 3.403 2.837
C: 2.454 2.118 2.571
C: 1.993 1.483 1.417
C: 1.097 2.127 0.525
C: 0.749 1.527 -0.746
C: 0.597 2.356 -1.912
C: -0.072 1.841 -3.053
C: -0.181 2.579 -4.221
C: 0.392 3.854 -4.246
F: 0.288 4.584 -5.405
C: 1.072 4.411 -3.163
C: 1.186 3.652 -2.013
C: 0.585 3.399 0.914
C: 1.043 4.056 2.046
H: 3.190 1.644 3.216
H: 2.358 0.483 1.163
H: 1.082 0.511 -0.981
H: -0.491 0.835 -2.981
H: -0.689 2.175 -5.099
H: 1.523 5.403 -3.230
H: 1.782 4.045 -1.184
H: -0.182 3.883 0.298
H: 0.712 5.063 2.287

## Properties
Multiplicity ... 1
Charge ... +1
DFT total energy ... -1374.1048 a.u.

---

[12]
C15H17AuCl2N2O3 as an isolated structure. Source: the OMol25 dataset; level of theory: ωB97M-V/def2-TZVPD.

Positions of all 40 atoms, in Å:
Au: 0.390 0.702 1.290
Cl: -5.175 0.445 -4.180
C: -3.711 0.398 -3.239
C: -2.532 0.918 -3.779
C: -1.378 0.882 -3.041
Cl: 0.086 1.513 -3.728
C: -1.304 0.339 -1.719
O: -0.204 0.322 -1.076
C: -2.532 -0.182 -1.215
C: -2.648 -0.794 0.098
O: -1.815 -0.867 0.981
C: -3.705 -0.148 -1.984
H: -2.526 1.342 -4.773
H: -3.651 -1.235 0.278
H: -4.618 -0.560 -1.571
C: 2.596 -3.160 -1.964
C: 2.415 -2.460 -0.662
C: 2.992 -2.681 0.578
C: 2.434 -1.724 1.435
N: 1.578 -0.975 0.749
N: 1.578 -1.429 -0.513
C: 2.676 -1.501 2.888
H: 3.347 -3.941 -1.863
H: 2.922 -2.467 -2.739
H: 1.665 -3.620 -2.294
H: 3.715 -3.437 0.828
H: 0.921 -0.944 -1.138
H: 3.522 -2.095 3.227
H: 1.799 -1.786 3.471
H: 2.881 -0.449 3.087
C: 0.748 3.885 0.958
O: 0.083 3.482 2.173
C: -0.201 2.232 2.363
C: -1.077 2.057 3.556
H: 1.328 3.054 0.559
H: 1.378 4.731 1.219
H: -0.020 4.188 0.251
H: -1.148 2.963 4.158
H: -0.739 1.213 4.154
H: -2.067 1.788 3.176

## Properties
Multiplicity ... 1
DFT total energy ... -1973.0570 a.u.

---

no.,largest force on an atom (eV/Å)
1,6.19
2,4.19
3,1.12
4,7.43
5,4.31
6,0.60
7,4.75
8,3.78
9,0.66
10,1.78
11,3.31
12,0.31